Computed, not measured: a gas-phase ion, C3HClFO2 (charge -1) in a non-equilibrium geometry, with ωB97M-V/def2-TZVPD.

Each line ends with the Löwdin charge.
Atoms and positions in Å:
C (0.623, 0.101, -1.022)  -0.172
C (-0.510, -0.048, -0.212)  -0.528
C (-0.159, -0.301, 1.405)  -0.715
O (-0.834, 0.370, 2.227)  -0.085
O (0.809, -1.063, 1.562)  -0.064
F (0.583, 0.405, -2.362)  -0.061
Cl (-2.029, 0.348, -0.979)  0.576
H (1.516, 0.188, -0.618)  0.049

Summary:
SMILES string: O=C([O-])/C(Cl)=C/F
Energy (hartree): -825.4862
ΔE to the lowest compared entry with this formula, charge and spin (kcal per mole): 16.7
LUMO level (eV): 3.62
Charge: -1
Highest occupied orbital energy (eV): -4.691

***

Computed, not measured: a single C3HF2N molecule in a non-equilibrium geometry, with ωB97M-V/def2-TZVPD.

Each line ends with the Löwdin charge.
Atoms and positions in Å:
C (-0.403, -0.205, -0.181)  -0.073
C (-2.052, -0.623, -0.610)  -0.028
C (1.745, 1.215, 0.010)  -0.085
N (0.596, 0.686, -0.023)  0.065
F (-2.065, -1.900, -0.364)  -0.060
F (2.244, 1.981, 0.925)  0.108
H (-0.065, -1.154, 0.243)  0.073

Summary:
Energy (hartree): -369.0833
ΔE to the lowest compared entry with this formula, charge and spin (kcal per mole): 43.0
⟨S²⟩: 2.012
LUMO level (alpha / beta) (eV): 0.14 / -2.62
2S+1: 3
Charge: 0
Highest occupied orbital energy (alpha / beta) (eV): -7.737 / -9.132

***

Computed, not measured: 3 unconnected molecules or ions with the total composition C3HF2NO3S in a non-equilibrium geometry, with ωB97M-V/def2-TZVPD.

Each line ends with the Löwdin charge.
Atoms and positions in Å:
C (1.420, 3.986, 0.240)  -0.107
C (1.450, 3.109, -0.577)  -0.148
C (0.671, 0.137, 1.171)  -0.384
N (0.158, -0.329, 0.192)  0.116
O (1.207, 0.748, 1.984)  0.208
O (-2.045, 0.159, -1.554)  -0.428
O (-1.221, 2.239, -0.593)  -0.402
F (1.270, 5.148, 0.757)  0.131
F (1.656, 1.949, -1.106)  0.060
S (-0.969, 1.105, -1.440)  0.855
H (-0.304, -1.193, -0.010)  0.100

Summary:
Energy (hartree): -993.1608
ΔE to the lowest compared entry with this formula, charge and spin (kcal per mole): 1.3
LUMO level (eV): -0.63
Charge: 0
Highest occupied orbital energy (eV): -10.346